Run w
The following is a quantum chemistry calculation of a cluster of 2 separate species, CH3Br in total, from the Open Molecules 2025 dataset.

Structure (XYZ):
```
5
Properties=species:S:1:pos:R:3:mulliken_charge:R:1
C 0.040 -0.321 -0.163 -0.79
Br -0.654 -0.323 1.550 -0.04
H 0.293 1.390 -0.360 0.13
H 1.128 -0.549 -0.174 0.34
H -0.808 -0.197 -0.852 0.36
```

Results
**Highest occupied orbital energy**: -9.27 eV
**HOMO-LUMO gap**: 9.53 eV



Run x
The following is a quantum chemistry calculation of a cluster of 2 separate species, CH3Br in total, from the Open Molecules 2025 dataset.

Structure (XYZ):
```
5
Properties=species:S:1:pos:R:3:mulliken_charge:R:1
C -0.443 -0.482 -0.852 -0.74
Br -2.024 -1.300 -0.524 -0.02
H -0.706 -0.184 1.966 0.02
H 0.281 -0.746 -0.135 0.41
H -0.515 0.195 -1.607 0.33
```

Results
**Highest occupied orbital energy (alpha / beta)**: -10.42 / -8.36 eV
**HOMO-LUMO gap (alpha / beta)**: 10.26 / 8.07 eV



Verdict on stability: run x comes out at the bottom.



Run w
The following is a quantum chemistry calculation of the molecule C2H4INS, from the Open Molecules 2025 dataset.

Structure (XYZ):
```
9
Properties=species:S:1:pos:R:3:mulliken_charge:R:1
C 0.303 0.012 -0.611 0.20
C 0.799 1.144 -0.136 -0.74
N -0.995 -0.341 -0.749 -0.64
S -0.442 -1.674 2.584 -0.42
I -1.970 -0.699 1.212 0.54
H 1.042 -0.654 -1.056 0.24
H 1.835 1.362 -0.221 0.23
H 0.483 1.997 0.389 0.28
H -1.055 -1.147 -1.412 0.31
```

Results
**Highest occupied orbital energy**: -8.37 eV
**HOMO-LUMO gap**: 6.96 eV



Run x
The following is a quantum chemistry calculation of a structure of composition C2H4INS, from the Open Molecules 2025 dataset.

Structure (XYZ):
```
9
Properties=species:S:1:pos:R:3:mulliken_charge:R:1
C 0.127 1.217 0.039 0.32
C -0.464 -1.129 0.122 -0.75
N 0.311 -0.005 -0.429 -0.27
S -1.170 1.821 0.701 -0.31
I 1.979 2.283 -0.498 -0.06
H -1.348 -1.255 -0.476 0.27
H 0.105 -2.033 0.060 0.33
H -0.787 -0.689 1.072 0.25
H 1.248 -0.210 -0.590 0.21
```

Results
**Highest occupied orbital energy**: -8.85 eV
**HOMO-LUMO gap**: 8.93 eV



Verdict on stability: run w comes out at the bottom.



Run w
The following is a quantum chemistry calculation of a structure of composition C24H21BClCsN10O6, from the Open Molecules 2025 dataset.

Structure (XYZ):
```
64
Properties=species:S:1:pos:R:3:mulliken_charge:R:1
Cs -0.317 -0.635 -0.169 1.62
C -4.149 2.800 0.270 -1.13
C -3.793 1.446 0.423 -0.29
N -2.600 1.197 -0.087 -0.44
N -2.162 2.374 -0.591 0.50
C -3.071 3.355 -0.377 -0.24
B -0.745 2.543 -1.156 -0.97
N -0.452 1.514 -2.290 1.71
C 0.588 1.585 -3.159 -0.44
C 0.537 0.481 -3.977 -1.02
C -0.604 -0.221 -3.533 -0.56
N -1.188 0.406 -2.523 -1.10
N 0.280 2.384 -0.006 1.57
C 1.631 2.384 -0.085 -0.42
C 2.133 2.333 1.193 -0.64
C 0.981 2.314 2.008 -0.62
N -0.126 2.338 1.282 -0.92
N -0.610 3.945 -1.793 1.13
C -1.244 4.357 -2.916 -0.46
C -0.860 5.651 -3.167 -0.83
C 0.033 5.948 -2.117 -0.40
N 0.182 4.922 -1.293 -1.13
H -5.049 3.299 0.588 0.39
H -4.352 0.650 0.894 0.39
H -2.883 4.370 -0.686 0.36
H 1.261 2.429 -3.165 0.49
H 1.205 0.227 -4.783 0.44
H -1.013 -1.151 -3.901 0.58
H 2.150 2.435 -1.028 0.34
H 3.169 2.327 1.491 0.43
H 0.910 2.280 3.086 0.54
H -1.916 3.697 -3.445 0.49
H -1.172 6.284 -3.982 0.40
H 0.574 6.864 -1.928 0.43
O 2.328 -5.551 -3.508 -0.57
C 1.808 -4.746 -2.780 0.46
C 2.386 -4.200 -1.479 0.09
O 3.326 -4.635 -0.862 -0.58
C 1.529 -3.014 -1.095 0.75
C 0.207 -3.218 -1.777 0.47
O -0.890 -2.819 -1.392 -0.60
C 0.458 -4.076 -2.980 0.07
O -0.286 -4.212 -3.925 -0.63
O 1.893 -2.040 -0.458 -0.62
C 3.719 -2.393 5.698 -1.43
C 2.641 -2.216 4.662 1.02
C 2.552 -1.066 3.891 -0.61
C 1.557 -0.965 2.929 0.50
N 0.655 -1.918 2.702 -0.14
C 0.738 -3.021 3.448 -0.42
C 1.701 -3.213 4.423 -0.62
H 4.240 -1.456 5.889 0.35
H 4.456 -3.125 5.360 0.29
H 3.304 -2.757 6.640 0.36
H 3.254 -0.251 4.029 0.35
H 1.482 -0.073 2.316 -0.51
H -0.007 -3.786 3.255 0.40
H 1.720 -4.136 4.992 0.38
Cl -5.104 -3.809 -0.966 -0.23
C -3.737 -2.986 -0.194 0.90
H -3.868 -1.907 -0.234 0.01
H -2.835 -3.253 -0.738 -0.39
O -2.976 -2.768 1.891 -0.18
N -3.578 -3.520 1.185 -0.07
```

Results
**Spin multiplicity**: 2
**Highest occupied orbital energy (alpha / beta)**: -5.49 / -6.48 eV
**HOMO-LUMO gap (alpha / beta)**: 7.35 / 6.93 eV
**Charge**: -1



Run x
The following is a quantum chemistry calculation of a structure of composition C24H21BClCsN10O6, from the Open Molecules 2025 dataset.

Structure (XYZ):
```
64
Properties=species:S:1:pos:R:3:mulliken_charge:R:1
Cs -0.896 -0.967 0.857 1.13
C 2.065 -5.006 2.376 -0.90
C 0.810 -4.491 2.017 -0.34
N 0.926 -3.473 1.178 -0.61
N 2.251 -3.311 0.978 0.73
C 2.955 -4.213 1.689 -0.24
B 2.784 -2.158 0.108 -0.12
N 2.361 -0.811 0.730 1.75
C 2.202 0.376 0.097 -0.83
C 1.920 1.331 1.047 -0.44
C 1.947 0.616 2.260 -0.93
N 2.218 -0.667 2.065 -0.89
N 2.221 -2.195 -1.332 0.42
C 2.829 -2.549 -2.485 -0.37
C 1.912 -2.426 -3.504 -0.91
C 0.743 -1.985 -2.862 -0.44
N 0.933 -1.851 -1.559 -0.28
N 4.325 -2.213 0.091 0.68
C 5.169 -1.336 0.681 -0.18
C 6.453 -1.790 0.490 -0.81
C 6.287 -2.981 -0.237 -0.33
N 5.009 -3.238 -0.463 -1.17
H 2.290 -5.826 3.036 0.39
H -0.170 -4.814 2.335 0.42
H 4.031 -4.233 1.647 0.40
H 2.284 0.439 -0.975 0.47
H 1.691 2.372 0.900 0.49
H 1.764 0.981 3.258 0.45
H 3.855 -2.871 -2.483 0.51
H 2.066 -2.626 -4.551 0.38
H -0.222 -1.755 -3.286 0.43
H 4.796 -0.467 1.195 0.33
H 7.367 -1.331 0.825 0.40
H 7.041 -3.664 -0.600 0.45
O -2.232 5.670 0.177 -0.64
C -2.581 4.599 0.619 0.40
C -1.695 3.577 1.293 0.14
O -0.502 3.683 1.483 -0.64
C -2.558 2.414 1.669 0.74
C -3.955 2.681 1.226 0.71
O -4.895 1.917 1.367 -0.66
C -3.992 4.043 0.585 0.33
O -4.956 4.598 0.108 -0.64
O -2.185 1.393 2.237 -0.71
C -3.245 4.733 -2.907 -1.49
C -2.852 3.366 -2.432 0.97
C -3.801 2.378 -2.194 -0.32
C -3.398 1.147 -1.702 -0.76
N -2.128 0.839 -1.447 -0.05
C -1.215 1.784 -1.680 -0.08
C -1.524 3.045 -2.161 -0.63
H -4.262 4.737 -3.296 0.35
H -2.566 5.081 -3.686 0.44
H -3.197 5.443 -2.078 0.24
H -4.853 2.576 -2.354 0.34
H -4.132 0.378 -1.488 0.34
H -0.187 1.513 -1.456 0.17
H -0.739 3.778 -2.304 0.37
Cl -3.190 -1.891 3.700 -0.19
C -4.335 -0.862 2.815 -0.02
H -3.954 0.158 2.806 -0.08
H -5.331 -0.946 3.242 0.45
O -5.427 -1.397 0.938 -0.38
N -4.330 -1.305 1.398 0.26
```

Results
**Spin multiplicity**: 2
**Highest occupied orbital energy (alpha / beta)**: -5.52 / -6.50 eV
**HOMO-LUMO gap (alpha / beta)**: 7.19 / 6.85 eV
**Charge**: -1



Verdict on stability: run w comes out at the bottom.